No. 1
A structure of composition C5H13FeO3 in a non-equilibrium geometry. Source: the OMol25 dataset; level of theory: wB97M-V/def2-TZVPD.

Cartesian coordinates (Å):
C  -1.88  0.89  -1.65
C  -0.39  1.09  -1.50
O  0.01  0.79  -0.15
C  1.41  0.90  0.10
C  1.77  0.31  1.45
O  2.04  -1.07  1.44
C  0.92  -1.91  1.26
H  -2.12  1.58  -2.48
H  -2.96  0.91  -1.45
H  -0.09  2.13  -1.69
H  0.20  0.44  -2.17
H  1.67  1.97  0.07
H  1.97  0.37  -0.69
H  0.97  0.54  2.18
H  2.69  0.80  1.79
H  1.24  -2.94  1.48
H  0.11  -1.64  1.96
H  0.53  -1.86  0.24
Fe  -1.72  0.47  0.96
O  -2.28  -1.14  0.00
H  -1.90  -2.01  0.16
H  -2.19  -0.60  -1.32

LUMO energy (alpha / beta) in eV: 0.8165 / -0.0338
HOMO energy (alpha / beta) in eV: -6.2 / -8.0
E in eV: -45918.571
Net charge: 0
2S+1: 6

Löwdin atomic charge list, values in e, 2 entries: atom 1 (C): -0.22, atom 2 (C): -0.29


No. 2
A structure of composition C5H13InO2 in a non-equilibrium geometry. Source: the OMol25 dataset; level of theory: wB97M-V/def2-TZVPD.

Cartesian coordinates (Å):
H  3.18  -0.49  2.15
C  2.68  0.43  2.51
C  1.22  0.11  2.82
H  2.74  1.29  1.81
H  3.16  0.73  3.46
H  1.10  0.36  3.88
H  0.30  0.64  2.54
O  0.10  -0.08  0.29
C  -0.40  0.96  -0.51
C  -0.83  0.43  -1.88
O  -1.60  -0.76  -1.66
C  -2.23  -1.27  -2.83
H  0.36  1.74  -0.68
H  -1.27  1.44  -0.03
H  0.05  0.16  -2.49
H  -1.44  1.17  -2.41
H  -2.74  -2.20  -2.56
H  -2.96  -0.54  -3.20
H  -1.48  -1.48  -3.60
H  0.93  -1.02  2.48
In  -0.85  -1.64  -0.10

LUMO energy (alpha / beta) in eV: -13.3404 / -13.6595
HOMO energy (alpha / beta) in eV: -17.5 / -17.1
E in eV: -14640.227
Net charge: +2

Löwdin atomic charge list, values in e, 2 entries: atom 1 (H): 0.09, atom 2 (C): -0.12